No. 1
Computed, not measured: a cluster of 8 separate species, C16H39O28P2S7 in total, with wB97M-V/def2-TZVPD.

Geometry as XYZ:
```
92
Properties=species:S:1:pos:R:3
C 3.944 5.466 -2.277
P 4.262 4.737 -0.605
C 3.606 2.998 -0.559
P 6.502 4.887 0.005
H 2.943 5.902 -2.316
H 4.665 6.284 -2.397
H 4.087 4.787 -3.129
H 2.804 2.964 0.182
H 3.139 2.721 -1.512
H 4.353 2.256 -0.255
H 6.219 4.005 1.155
H 6.128 6.091 0.777
H 6.745 5.786 -1.168
H 6.901 3.735 -0.845
H 7.876 5.044 0.445
C -0.871 0.497 1.996
C -0.374 0.900 0.622
O 0.785 1.708 0.897
S 1.515 1.190 2.212
O 2.593 0.341 1.856
O 1.690 2.289 3.095
O 0.319 0.271 2.759
H -1.431 1.311 2.461
H -1.481 -0.401 1.984
H -1.103 1.471 0.065
H -0.058 0.031 0.046
C -4.940 -1.775 -1.822
C -4.722 -0.739 -2.901
O -3.877 0.241 -2.279
S -2.895 -0.470 -1.241
O -1.642 -0.693 -1.863
O -3.005 0.204 0.001
O -3.671 -1.867 -1.157
H -5.687 -1.449 -1.096
H -5.221 -2.744 -2.224
H -5.643 -0.277 -3.237
H -4.192 -1.158 -3.757
C -4.964 3.413 5.129
C -3.509 3.729 4.842
O -3.158 2.813 3.798
S -4.416 2.553 2.855
O -4.333 3.395 1.718
O -4.608 1.153 2.742
O -5.535 3.146 3.840
H -5.064 2.517 5.744
H -5.490 4.240 5.600
H -2.863 3.574 5.701
H -3.381 4.746 4.467
C 9.515 5.477 4.269
C 10.990 5.726 4.018
O 11.346 4.768 3.023
S 10.075 4.515 2.042
O 10.288 5.322 0.899
O 9.854 3.119 1.976
O 8.977 5.193 2.981
H 9.359 4.608 4.913
H 9.009 6.340 4.693
H 11.601 5.582 4.907
H 11.160 6.728 3.615
C -0.693 -4.883 1.003
C 0.652 -5.283 1.571
O 1.518 -4.196 1.223
S 0.696 -2.819 1.233
O 0.876 -2.151 2.466
O 0.914 -2.171 -0.009
O -0.772 -3.472 1.232
H -0.738 -5.062 -0.074
H -1.518 -5.385 1.494
H 1.029 -6.210 1.148
H 0.617 -5.366 2.660
C -4.825 -0.955 -7.913
C -6.284 -0.550 -7.856
O -6.943 -1.702 -7.302
S -5.975 -2.432 -6.268
O -6.283 -2.006 -4.947
O -5.916 -3.808 -6.596
O -4.625 -1.708 -6.707
H -4.618 -1.605 -8.764
H -4.150 -0.104 -7.932
H -6.699 -0.321 -8.833
H -6.441 0.294 -7.183
C -3.990 -9.636 0.024
C -3.701 -8.678 -1.113
O -2.895 -7.657 -0.510
S -1.985 -8.290 0.639
O -0.691 -8.548 0.118
O -2.171 -7.533 1.823
O -2.766 -9.676 0.772
H -4.780 -9.261 0.676
H -4.244 -10.635 -0.319
H -4.598 -8.239 -1.538
H -3.118 -9.156 -1.904
```

Summary:
orbital gap: 2.74 eV
2S+1: 1
total energy: -168968.04165 eV
charge: -1

***

No. 2
Computed, not measured: a cluster of 37 separate species, C10H89N4O40S2 in total, with wB97M-V/def2-TZVPD.

Geometry as XYZ:
```
145
Properties=species:S:1:pos:R:3
C 0.286 5.031 -0.415
C -0.383 3.743 -1.182
C 0.633 2.601 -1.775
C -0.034 1.296 -2.519
C -1.676 1.195 -2.618
C -2.301 -0.149 -3.319
S -2.769 -1.403 -1.960
O -4.066 -2.113 -2.514
O -3.193 -0.734 -0.632
N -1.556 -2.645 -1.823
S -0.437 -2.364 -0.516
O -0.197 -0.881 -0.153
O -1.037 -3.050 0.773
C 1.174 -3.287 -0.862
C 2.127 -2.544 -2.004
N 1.490 -2.472 -3.376
N 2.707 -1.224 -1.515
N 3.344 -3.480 -2.166
C -2.711 2.356 -2.051
C -2.036 3.659 -1.320
H 1.452 5.025 -0.535
H -0.193 6.005 -0.854
H -0.024 4.953 0.727
H 1.812 2.628 -1.693
H 0.603 0.410 -2.955
H -1.483 -0.569 -4.059
H -3.300 0.109 -3.915
H 0.977 -4.408 -1.147
H 1.842 -3.285 0.129
H 0.539 -2.899 -3.410
H 1.527 -1.519 -3.795
H 2.377 -0.973 -0.559
H 2.578 -0.455 -2.208
H 3.970 -2.968 -2.856
H 2.979 -4.356 -2.641
H -3.864 2.177 -2.212
H -2.730 4.509 -0.881
O 1.283 4.220 2.199
H 1.374 3.275 2.391
H 0.818 4.572 2.974
O 3.684 -4.061 1.714
H 3.776 -5.006 1.906
H 3.220 -3.709 2.488
O 4.683 0.522 -3.263
H 5.016 1.334 -2.852
H 4.865 -0.165 -2.605
O -3.862 5.936 0.798
H -4.540 6.432 0.316
H -4.281 5.731 1.647
O 3.651 -2.994 4.464
H 3.743 -3.502 5.285
H 4.040 -2.133 4.676
O -6.106 2.220 -2.619
H -6.464 1.745 -3.384
H -6.505 1.773 -1.857
O -6.129 3.096 0.338
H -5.231 2.773 0.506
H -6.017 3.739 -0.378
O 1.461 7.887 0.363
H 1.794 8.699 0.774
H 1.643 7.200 1.021
O 0.159 6.229 4.155
H -0.574 6.814 4.396
H 0.951 6.746 4.366
O -4.548 2.628 -5.179
H -5.226 3.125 -5.661
H -4.968 2.423 -4.330
O -0.148 -5.953 1.415
H -0.763 -6.207 0.711
H -0.280 -4.998 1.507
O 0.195 -8.873 3.256
H -0.111 -8.105 2.749
H 1.120 -8.977 2.987
O 3.951 2.947 -5.502
H 4.284 3.759 -5.092
H 4.133 2.260 -4.844
O 5.535 -6.129 2.861
H 5.627 -6.636 3.682
H 5.925 -5.268 3.074
O 3.309 2.000 3.316
H 3.258 1.343 2.606
H 4.233 1.959 3.606
O -5.597 1.983 3.365
H -6.358 2.206 2.809
H -5.491 1.028 3.245
O 5.663 -5.601 -2.679
H 4.930 -5.015 -2.438
H 6.455 -5.083 -2.468
O -7.612 4.822 -2.377
H -8.373 5.044 -2.933
H -7.506 3.866 -2.497
O -9.219 4.894 -4.963
H -8.879 5.762 -5.229
H -10.017 4.781 -5.501
O 6.107 -5.016 0.146
H 5.429 -4.520 -0.336
H 5.687 -5.222 0.995
O -6.107 4.930 4.928
H -6.869 5.152 4.372
H -6.001 3.974 4.808
O -3.666 -0.107 3.099
H -3.717 -0.764 2.389
H -2.742 -0.148 3.390
O 7.337 -0.245 -4.831
H 7.238 -0.698 -5.682
H 6.426 -0.050 -4.563
O -8.568 2.989 5.441
H -8.235 3.801 5.852
H -8.386 2.302 6.099
O 2.879 10.012 1.859
H 3.190 10.542 1.109
H 3.264 10.451 2.632
O 6.684 -6.295 -5.627
H 5.999 -6.203 -6.306
H 6.248 -5.999 -4.814
O -5.057 6.338 -3.063
H -4.951 5.693 -3.779
H -6.011 6.504 -3.037
O 4.698 -4.481 -6.325
H 5.143 -3.675 -6.627
H 4.119 -4.175 -5.611
O 4.422 -4.042 7.165
H 4.514 -4.987 7.356
H 3.958 -3.690 7.939
O -10.398 4.773 -1.039
H -10.065 5.585 -0.628
H -10.216 4.086 -0.380
O -0.472 3.792 5.766
H -0.132 4.660 5.500
H -1.271 3.679 5.229
O -8.381 2.241 2.640
H -9.066 2.332 1.961
H -8.817 2.536 3.454
O 3.366 -9.170 2.940
H 4.264 -9.493 3.108
H 3.478 -8.527 2.224
O 0.297 -6.771 5.958
H 0.403 -7.416 5.242
H -0.657 -6.605 5.984
O 7.929 -7.584 0.050
H 7.314 -7.838 -0.654
H 7.798 -6.628 0.142
O 11.347 -7.607 -0.096
H 11.453 -8.252 -0.811
H 10.393 -7.441 -0.069
```

Summary:
orbital gap: 6.62 eV
2S+1: 1
total energy: -121336.76550 eV
charge: -1

***

No. 3
Computed, not measured: a structure of composition C43H35F5GePdS5Sb, with wB97M-V/def2-TZVPD.

Geometry as XYZ:
```
91
Properties=species:S:1:pos:R:3
Pd -0.669 1.084 0.632
Ge 1.985 0.929 0.769
C 2.678 -0.868 0.497
C 2.667 -1.363 -0.808
C 3.280 -2.570 -1.111
C 3.916 -3.291 -0.110
C 3.930 -2.808 1.191
C 3.318 -1.601 1.491
C 3.381 2.125 1.396
C 3.985 2.979 0.479
C 5.070 3.762 0.851
C 5.564 3.688 2.145
C 4.976 2.829 3.063
C 3.893 2.049 2.688
H 1.526 1.426 -0.630
H 2.184 -0.801 -1.603
H 3.271 -2.939 -2.129
H 4.402 -4.230 -0.343
H 4.428 -3.368 1.972
H 3.358 -1.230 2.510
H 3.615 3.042 -0.538
H 5.530 4.424 0.130
H 6.409 4.295 2.437
H 5.363 2.766 4.071
H 3.449 1.380 3.420
F 0.958 3.258 2.689
C 0.748 2.074 3.237
C 0.683 0.929 2.429
C 0.490 -0.271 3.125
F 0.391 -1.428 2.460
C 0.376 -0.341 4.498
F 0.187 -1.509 5.099
C 0.441 0.825 5.248
F 0.322 0.773 6.557
C 0.630 2.044 4.611
F 0.702 3.159 5.321
C 0.630 -4.035 0.854
C -0.661 -4.333 0.145
C -1.115 -5.654 0.102
C -2.305 -5.991 -0.517
C -3.083 -5.007 -1.116
C -2.652 -3.695 -1.082
C -1.448 -3.361 -0.462
Sb -0.962 -1.300 -0.537
C -0.594 -1.077 -2.620
C -0.228 -2.235 -3.305
C 0.167 -2.177 -4.632
C 0.201 -0.954 -5.282
C -0.158 0.200 -4.602
C -0.552 0.164 -3.268
C -0.965 1.441 -2.594
C -2.850 -0.484 0.067
C -2.928 -0.443 1.477
C -4.043 0.051 2.126
C -5.108 0.513 1.368
C -5.065 0.433 -0.016
C -3.956 -0.067 -0.693
C -4.044 -0.240 -2.183
H 1.388 -4.776 0.600
H 0.488 -4.067 1.937
H 1.035 -3.051 0.601
H -0.514 -6.427 0.565
H -2.629 -7.023 -0.535
H -4.016 -5.262 -1.599
H -3.259 -2.924 -1.543
H -0.256 -3.196 -2.806
H 0.445 -3.084 -5.152
H 0.506 -0.894 -6.318
H -0.135 1.154 -5.116
H -0.680 2.310 -3.189
H -0.485 1.571 -1.612
H -2.042 1.481 -2.442
H -2.113 -0.849 2.069
H -4.083 0.065 3.207
H -5.991 0.910 1.851
H -5.923 0.757 -0.593
H -4.397 0.671 -2.671
H -4.769 -1.024 -2.418
H -3.097 -0.531 -2.632
C 1.158 4.367 -0.590
S -0.077 5.620 -0.965
C -1.558 4.725 -1.201
C -2.174 3.775 -0.421
S -1.705 3.200 1.119
S -3.757 3.272 -1.015
C -3.845 4.258 -2.428
S -5.092 4.304 -3.472
S -2.412 5.246 -2.613
H 2.104 4.907 -0.597
H 1.171 3.614 -1.374
H 0.998 3.926 0.378
```

Summary:
orbital gap (alpha / beta): 4.53 / 4.54 eV
2S+1: 1
ΔE to the lowest compared entry with this formula, charge and spin: 0.00 kJ/mol
total energy: -179447.31908 eV
charge: +1

***

Number 1: strongest force on any atom 0.0328 hartree/bohr. Number 2: strongest force on any atom 0.1196 hartree/bohr. Number 3: strongest force on any atom 0.0226 hartree/bohr.